[1]
Below is a cluster of 2 separate species, C6H14NS in total in a non-equilibrium geometry, with properties calculated with wB97M-V/def2-TZVPD.

Bonds (Å) are listed after each position.
CARTESIAN COORDINATES (ANGSTROEM)
1 C 0.79 -0.68 -0.42  N2 1.424, C7 1.620, H9 1.141, H10 1.163
2 N -0.05 -0.62 0.72  C1 1.424, C3 1.464
3 C -1.43 -0.32 0.32  N2 1.464, C4 1.585, C6 1.529, H12 1.108
4 C -2.18 -1.28 -0.69  C3 1.585, S5 1.872, H13 1.108, H14 1.130
5 S -3.99 -0.91 -0.97  C4 1.872
6 C -1.60 1.16 -0.03  C3 1.529, H15 1.138, H16 1.153, H17 1.088
7 C 2.24 0.03 -0.26  C1 1.620, C8 1.506, H18 1.096, H19 1.110
8 C 2.45 0.41 1.18  C7 1.506, H20 1.053, H21 1.154, H22 1.128
9 H 0.99 -1.75 -0.77  C1 1.141
10 H 0.35 0.01 -1.24  C1 1.163
11 H 0.33 1.41 0.42  no bonds
12 H -2.01 -0.46 1.25  C3 1.108
13 H -2.13 -2.29 -0.25  C4 1.108
14 H -1.88 -1.17 -1.78  C4 1.130
15 H -2.36 1.55 -0.78  C6 1.138
16 H -0.71 1.42 -0.72  C6 1.153
17 H -1.51 1.86 0.80  C6 1.088
18 H 2.22 0.91 -0.90  C7 1.096
19 H 3.03 -0.72 -0.52  C7 1.110
20 H 1.50 0.40 1.64  C8 1.053
21 H 3.02 -0.38 1.80  C8 1.154
22 H 2.95 1.42 1.22  C8 1.128

- maximum force (eV Å⁻¹) = 3.49
- <S²> = 0.75
- charge = 0
- gap between HOMO and LUMO (spin up / spin down) (eV) = 7.17 / 6.31
- spin multiplicity = 2

Atomic partial charges in e from the Mulliken method, atoms 1 to 6: C -0.549; N -0.588; C 0.719; C -0.874; S -0.084; C -1.456

[2]
Below is a cluster of 2 separate species, C6H14NSi in total in a non-equilibrium geometry, with properties calculated with wB97M-V/def2-TZVPD.

Bonds (Å) are listed after each position.
CARTESIAN COORDINATES (ANGSTROEM)
1 C 1.24 -0.96 -1.39  C3 1.536, C4 1.555, H9 1.186, H10 1.120
2 C 0.24 1.55 -1.36  C4 1.550, C5 1.486, H11 1.084, H12 1.049
3 C 2.12 -0.31 -0.31  C1 1.536, N7 1.517, H13 1.142, H14 1.047
4 C 0.05 0.02 -1.58  C1 1.555, C2 1.550, C5 1.531, H15 1.049
5 C -0.05 0.67 -0.19  C2 1.486, C4 1.531, N7 1.475
6 C -2.17 0.77 1.25  Si8 1.874, H16 1.053, H17 1.167
7 N 1.09 0.25 0.65  C3 1.517, C5 1.475, H18 1.014, H19 0.994
8 Si -2.20 -1.06 1.65  C6 1.874, H20 1.555, H21 1.507, H22 1.420
9 H 1.71 -1.10 -2.47  C1 1.186
10 H 0.98 -2.00 -1.08  C1 1.120
11 H 1.17 2.02 -1.66  C2 1.084
12 H -0.51 2.07 -1.87  C2 1.049
13 H 2.77 -0.97 0.37  C3 1.142
14 H 2.74 0.51 -0.50  C3 1.047
15 H -0.89 -0.21 -1.98  C4 1.049
16 H -2.79 1.30 0.58  C6 1.053
17 H -1.58 1.37 2.06  C6 1.167
18 H 0.84 -0.59 1.15  N7 1.014
19 H 1.48 1.06 1.07  N7 0.994
20 H -2.84 -1.19 3.06  Si8 1.555
21 H -0.72 -1.25 1.87  Si8 1.507
22 H -2.71 -1.94 0.67  Si8 1.420

- maximum force (eV Å⁻¹) = 4.10
- charge = +1
- gap between HOMO and LUMO (spin up / spin down) (eV) = 8.14 / 8.62

Atomic partial charges in e from the Mulliken method, atoms 1 to 6: C -0.575; C -0.936; C -0.832; C -0.130; C 0.058; C -0.545

[3]
Below is a cluster of 2 separate species, C6H14O in total, with properties calculated with wB97M-V/def2-TZVPD.

Bonds (Å) are listed after each position.
CARTESIAN COORDINATES (ANGSTROEM)
1 C -0.60 -0.52 -2.66  C2 1.525, H7 1.089, H8 1.085, H9 1.094
2 C 0.48 0.48 -2.24  C1 1.525, C3 1.533, H10 1.098, H11 1.093
3 C 1.32 0.13 -1.00  C2 1.533, C4 1.512, H12 1.094, H13 1.084
4 C 0.48 0.21 0.25  C3 1.512, C5 1.326, C6 1.508
5 C 0.26 1.36 0.86  C4 1.326, H14 1.086, H15 1.082
6 C -0.28 -1.04 0.63  C4 1.508, H16 1.091, H17 1.087, H18 1.090
7 H -1.02 -0.13 -3.59  C1 1.089
8 H -1.36 -0.77 -1.93  C1 1.085
9 H -0.12 -1.48 -2.89  C1 1.094
10 H 1.20 0.53 -3.07  C2 1.098
11 H 0.09 1.49 -2.15  C2 1.093
12 H 1.79 -0.85 -1.05  C3 1.094
13 H 2.12 0.87 -0.95  C3 1.084
14 H -0.43 1.41 1.71  C5 1.086
15 H 0.79 2.26 0.58  C5 1.082
16 H -0.14 -1.88 -0.06  C6 1.091
17 H 0.05 -1.41 1.60  C6 1.087
18 H -1.35 -0.88 0.65  C6 1.090
19 H -0.87 0.34 4.22  O21 0.968
20 H -0.45 -0.72 3.25  O21 0.971
21 O -1.25 -0.29 3.59  H19 0.968, H20 0.971

- maximum force (eV Å⁻¹) = 0.78
- charge = 0
- gap between HOMO and LUMO (eV) = 10.08

Atomic partial charges in e from the Mulliken method, atoms 1 to 6: C -1.132; C -0.257; C -1.003; C 0.986; C -0.982; C -1.572

[4]
Below is the molecule C6H14O, with properties calculated with wB97M-V/def2-TZVPD.

Bonds (Å) are listed after each position.
CARTESIAN COORDINATES (ANGSTROEM)
1 C -1.52 -0.83 -1.01  C2 1.528, H8 1.097, H9 1.094, H10 1.098
2 C -1.14 -0.34 0.38  C1 1.528, C3 1.531, C4 1.537, H11 1.097
3 C -2.25 0.55 0.95  C2 1.531, H12 1.096, H13 1.098, H14 1.096
4 C 0.18 0.44 0.42  C2 1.537, C5 1.522, H15 1.099, H16 1.099
5 C 1.36 -0.14 -0.35  C4 1.522, C6 1.525, O7 1.420, H17 1.103
6 C 2.61 0.70 -0.14  C5 1.525, H18 1.095, H19 1.095, H20 1.097
7 O 1.55 -1.47 0.10  C5 1.420, H21 0.966
8 H -2.51 -1.30 -1.00  C1 1.097
9 H -0.81 -1.57 -1.38  C1 1.094
10 H -1.56 0.01 -1.72  C1 1.098
11 H -1.02 -1.22 1.03  C2 1.097
12 H -3.21 0.01 1.03  C3 1.096
13 H -2.42 1.41 0.28  C3 1.098
14 H -2.00 0.94 1.94  C3 1.096
15 H 0.48 0.57 1.47  C4 1.099
16 H 0.01 1.45 0.02  C4 1.099
17 H 1.11 -0.14 -1.42  C5 1.103
18 H 2.90 0.69 0.92  C6 1.095
19 H 2.45 1.74 -0.44  C6 1.095
20 H 3.46 0.31 -0.72  C6 1.097
21 H 2.33 -1.82 -0.35  O7 0.966

- maximum force (eV Å⁻¹) = 0.36
- charge = 0
- gap between HOMO and LUMO (eV) = 11.23

Atomic partial charges in e from the Mulliken method, atoms 1 to 6: C -1.470; C 0.889; C -1.545; C -1.168; C 0.432; C -1.437

[5]
Below is a cluster of 3 separate species, C6H14O in total in a non-equilibrium geometry, with properties calculated with wB97M-V/def2-TZVPD.

Bonds (Å) are listed after each position.
CARTESIAN COORDINATES (ANGSTROEM)
1 C -3.33 0.48 0.24  C2 1.350, H9 1.087, H10 1.084
2 C -2.10 0.96 -0.02  C1 1.350, C3 1.505, H12 1.091
3 C -0.83 0.54 0.67  C2 1.505, C4 1.530, H13 1.099, H14 1.096
4 C 0.36 0.37 -0.28  C3 1.530, C5 1.528, H15 1.100, H16 1.099
5 C 1.64 -0.11 0.42  C4 1.528, C6 1.520, H17 1.098, H18 1.097
6 C 2.74 -0.38 -0.60  C5 1.520, O7 1.413, H19 1.103, H20 1.103
7 O 3.89 -0.80 0.10  C6 1.413, H21 0.964
8 H -2.69 -2.50 0.25  no bonds
9 H -4.23 0.97 -0.14  C1 1.087
10 H -3.48 -0.42 0.83  C1 1.084
11 H -2.29 -0.82 -0.67  no bonds
12 H -2.02 1.85 -0.65  C2 1.091
13 H -0.62 1.33 1.40  C3 1.099
14 H -1.01 -0.39 1.22  C3 1.096
15 H 0.56 1.31 -0.80  C4 1.100
16 H 0.09 -0.37 -1.05  C4 1.099
17 H 2.00 0.64 1.14  C5 1.098
18 H 1.45 -1.03 0.98  C5 1.097
19 H 2.39 -1.15 -1.30  C6 1.103
20 H 2.93 0.53 -1.18  C6 1.103
21 H 4.57 -1.01 -0.55  O7 0.964

- maximum force (eV Å⁻¹) = 1.91
- charge = 0
- gap between HOMO and LUMO (spin up / spin down) (eV) = 7.65 / 9.50

Atomic partial charges in e from the Mulliken method, atoms 1 to 6: C -0.702; C -0.389; C -0.599; C -0.409; C -0.598; C -0.534

[6]
Below is a cluster of 2 separate species, C6H14O in total in a non-equilibrium geometry, with properties calculated with wB97M-V/def2-TZVPD.

Bonds (Å) are listed after each position.
CARTESIAN COORDINATES (ANGSTROEM)
1 C 0.28 1.25 0.68  C2 1.532, C3 1.525, C4 1.511, H6 1.100
2 C -1.13 0.68 0.88  C1 1.532, H8 1.089, H10 1.089, H11 1.089
3 C 1.17 0.89 1.86  C1 1.525, H9 1.088, H12 1.090, H13 1.089
4 C 0.82 0.79 -0.65  C1 1.511, C5 1.326, H18 1.089
5 C 2.03 0.31 -0.90  C4 1.326, H14 1.079, H15 1.080
6 H 0.19 2.35 0.63  C1 1.100
7 H -0.04 -0.97 -1.31  O17 1.026
8 H -1.08 -0.40 0.99  C2 1.089
9 H 1.29 -0.19 1.94  C3 1.088
10 H -1.78 0.91 0.03  C2 1.089
11 H -1.58 1.09 1.78  C2 1.089
12 H 0.72 1.26 2.79  C3 1.090
13 H 2.15 1.35 1.76  C3 1.089
14 H 2.69 -0.06 -0.13  C5 1.079
15 H 2.38 0.18 -1.91  C5 1.080
16 C -1.71 -2.11 -1.37  O17 1.400, H19 1.092, H20 1.098, H21 1.098
17 O -0.38 -1.85 -1.70  H7 1.026, C16 1.400
18 H 0.21 1.11 -1.49  C4 1.089
19 H -2.01 -3.00 -1.93  C16 1.092
20 H -1.83 -2.32 -0.30  C16 1.098
21 H -2.38 -1.28 -1.65  C16 1.098

- maximum force (eV Å⁻¹) = 2.61
- charge = 0
- gap between HOMO and LUMO (eV) = 10.89

Atomic partial charges in e from the Mulliken method, atoms 1 to 6: C 1.146; C -1.413; C -1.721; C -0.872; C -0.491; H 0.217

[7]
Below is a cluster of 2 separate species, C6H14O in total, with properties calculated with wB97M-V/def2-TZVPD.

Bonds (Å) are listed after each position.
CARTESIAN COORDINATES (ANGSTROEM)
1 C -3.31 0.79 0.06  C2 1.458, H9 1.086, H10 1.085
2 C -1.95 1.17 -0.30  C1 1.458, C3 1.536, H11 1.117, H12 1.101
3 C -0.81 0.71 0.62  C2 1.536, C4 1.527, H13 1.098, H14 1.098
4 C 0.43 0.48 -0.24  C3 1.527, C5 1.521, H15 1.100, H16 1.100
5 C 1.61 -0.23 0.42  C4 1.521, C6 1.520, H17 1.096, H18 1.097
6 C 2.66 -0.51 -0.64  C5 1.520, O7 1.410, H19 1.104, H20 1.104
7 O 3.79 -1.08 -0.01  C6 1.410, H21 0.964
8 H -3.35 -6.84 1.93  no bonds
9 H -4.16 1.29 -0.40  C1 1.086
10 H -3.51 -0.08 0.68  C1 1.085
11 H -1.77 0.68 -1.29  C2 1.117
12 H -1.88 2.24 -0.53  C2 1.101
13 H -0.62 1.47 1.40  C3 1.098
14 H -1.09 -0.21 1.15  C3 1.098
15 H 0.76 1.44 -0.65  C4 1.100
16 H 0.12 -0.13 -1.10  C4 1.100
17 H 2.05 0.37 1.22  C5 1.096
18 H 1.28 -1.18 0.86  C5 1.097
19 H 2.24 -1.20 -1.40  C6 1.104
20 H 2.92 0.43 -1.16  C6 1.104
21 H 4.45 -1.26 -0.69  O7 0.964

- maximum force (eV Å⁻¹) = 0.96
- charge = 0
- gap between HOMO and LUMO (spin up / spin down) (eV) = 11.00 / 8.79

Atomic partial charges in e from the Mulliken method, atoms 1 to 6: C -0.996; C -0.295; C -0.537; C -0.687; C -0.553; C -0.533

[8]
Below is a cluster of 2 separate species, C6H14O in total in a non-equilibrium geometry, with properties calculated with wB97M-V/def2-TZVPD.

Bonds (Å) are listed after each position.
CARTESIAN COORDINATES (ANGSTROEM)
1 C -2.25 -0.17 -1.22  C2 1.540, H8 1.096, H9 1.100, H10 1.096
2 C -1.01 -0.40 -0.34  C1 1.540, C3 1.549, C4 1.546, H11 1.102
3 C -1.33 -0.28 1.17  C2 1.549, H12 1.089, H13 1.095, H14 1.114
4 C 0.11 0.61 -0.66  C2 1.546, C5 1.456, H15 1.097, H16 1.115
5 C 1.43 0.01 -0.47  C4 1.456, C6 1.462, H17 1.087
6 C 2.56 0.82 -0.02  C5 1.462, H18 1.096, H19 1.107, H20 1.088
7 O 1.19 -1.79 2.35  H21 0.943
8 H -3.08 -0.82 -0.92  C1 1.096
9 H -2.05 -0.41 -2.27  C1 1.100
10 H -2.59 0.87 -1.18  C1 1.096
11 H -0.67 -1.42 -0.60  C2 1.102
12 H -2.01 -1.08 1.43  C3 1.089
13 H -1.82 0.69 1.28  C3 1.095
14 H -0.53 -0.36 1.95  C3 1.114
15 H 0.00 1.53 -0.07  C4 1.097
16 H 0.17 0.97 -1.71  C4 1.115
17 H 1.60 -0.89 -1.05  C5 1.087
18 H 2.30 1.41 0.86  C6 1.096
19 H 2.75 1.56 -0.83  C6 1.107
20 H 3.45 0.21 0.13  C6 1.088
21 H 1.85 -1.16 2.11  O7 0.943

- maximum force (eV Å⁻¹) = 1.62
- charge = 0
- gap between HOMO and LUMO (spin up / spin down) (eV) = 11.61 / 5.81

Atomic partial charges in e from the Mulliken method, atoms 1 to 6: C -1.618; C 0.776; C -1.460; C -0.459; C -0.387; C -1.182

Summary of relative energy (zero: lowest compared OMol25 entry of this formula, charge and spin) in eV
6.214; 5.815; 1.061; 0.144; 6.700; 1.523; 5.218; 4.685
(order as listed above)
Summary of DFT total energy in Ha
-689.648832; -580.802903; -312.216026; -312.249736; -312.008828; -312.199054; -312.063293; -312.082851
(order as listed above)